# 1
A molecular structure, C11H11FMgNO7P2S, computed with wB97M-V/def2-TZVPD.

Each line ends with the Löwdin charge.
Positions of all 35 atoms, in Å:
S  7.04055  10.64886  6.11769  0.669
P  8.64932  9.38001  9.93683  0.191
P  5.87306  9.83020  10.52992  0.251
Mg  7.15877  11.65052  8.43248  0.465
F  6.66295  17.84154  7.57938  0.027
O  5.66030  10.63066  9.23058  -0.369
O  7.18768  8.92836  10.20930  -0.253
O  9.10139  8.23039  9.10606  -0.286
O  9.40032  9.51930  11.34843  -0.087
O  5.95912  10.44367  11.87688  -0.295
O  8.67139  10.78448  9.32411  -0.351
O  4.77475  8.60716  10.48128  -0.153
N  7.43488  8.06533  7.06435  0.090
C  6.10601  14.59628  8.95569  -0.137
C  6.14535  8.37551  5.12763  -0.139
C  6.00610  15.97904  8.73286  -0.038
C  5.97019  7.04960  4.99785  -0.086
C  7.78876  15.83266  7.17316  -0.056
C  7.28066  6.72483  6.96925  -0.053
C  6.57826  6.17815  5.91794  -0.075
C  6.92573  8.94104  6.15653  -0.674
C  7.96064  14.45721  7.44280  -0.129
C  7.06091  13.80744  8.32552  -0.199
C  6.83660  16.52416  7.82118  -0.350
H  8.83291  14.00740  6.89971  0.099
H  6.64506  5.09046  5.65970  0.114
H  8.52407  16.24581  6.55287  0.086
H  5.40845  14.00580  9.53530  0.083
H  7.84991  6.17267  7.69502  0.127
H  8.06691  8.41776  7.84702  0.086
H  5.80604  9.02186  4.34632  0.089
H  9.42997  10.40035  11.66680  0.058
H  4.30540  8.70382  11.34066  0.073
H  5.48102  6.64925  4.08002  0.122
H  5.29612  16.60076  9.23781  0.102

The HOMO energy is -5.398 eV. The calculation puts the LUMO energy at 2.553 eV. The electronic energy comes out at -64995.7476 eV. Its total charge is -1. For the energy above the lowest of the compared OMol25 structures with the same formula, charge and spin, the calculation gives 18.09 kJ/mol. As for the spin multiplicity: 1.

=====

# 2
A single C3H4ClFS molecule, computed with wB97M-V/def2-TZVPD.

Each line ends with the Löwdin charge.
Positions of all 10 atoms, in Å:
Cl  -2.64594  -0.45777  -0.29779  0.593
S  1.68091  -1.08580  -0.33798  0.765
F  0.85609  1.40284  -0.56007  -0.080
C  -0.91185  -0.25272  -0.51704  -0.670
C  0.09719  -0.58778  0.49084  -0.604
C  -0.08293  0.79367  0.27748  -0.343
H  -0.53756  1.27126  1.13158  0.152
H  2.36233  0.13504  -0.07739  -0.061
H  -0.66015  -0.47878  -1.63073  0.133
H  -0.15809  -0.73997  1.52107  0.115

The HOMO energy is -9.337 eV. Its SMILES is F[C@@H]1[C@H](S)[C@H]1Cl. The calculation puts the LUMO energy at 0.696 eV. The electronic energy comes out at -29248.5976 eV. For the energy above the lowest of the compared OMol25 structures with the same formula, charge and spin, the calculation gives 192.94 kJ/mol. As for the spin multiplicity: 1.

=====

# 3
A molecular structure, C16H23BNOTl, computed with wB97M-V/def2-TZVPD.

Each line ends with the Löwdin charge.
Positions of all 43 atoms, in Å:
Tl  0.00986  0.59654  0.06576  0.938
O  -1.78133  -0.34657  -1.51901  -0.240
N  -0.56918  2.76576  -0.07995  -0.027
C  2.67074  0.04833  -0.27274  -0.264
C  0.42187  -1.02857  2.41535  -0.240
C  -3.06883  0.38861  -1.52469  -0.148
C  0.08009  3.57668  0.47460  -0.283
C  2.17107  0.88837  -1.32651  -0.307
C  -1.80918  -1.02515  1.76971  -0.248
C  1.42363  0.06151  -2.22436  -0.283
C  -0.62029  -1.82311  1.85180  -0.218
C  -0.09911  0.29294  2.63741  -0.300
C  -1.78798  -1.51909  -3.64818  -0.027
C  -3.79138  -0.76531  -2.20544  -0.096
C  -2.40293  -1.45653  -2.25705  -0.550
C  -1.48876  0.28804  2.23761  -0.297
C  -2.27420  -2.74758  -1.47197  -0.019
C  1.46709  -1.26806  -1.73080  -0.244
C  2.24485  -1.27732  -0.53965  -0.234
B  0.82999  4.73456  1.14761  -0.487
H  1.05870  -2.14590  -2.24384  0.060
H  2.00675  4.49302  1.39453  -0.009
H  -4.23642  -0.53338  -3.17986  0.099
H  -4.52082  -1.25601  -1.55379  0.104
H  -2.18685  1.11564  2.35548  0.070
H  3.35407  0.36353  0.52016  0.077
H  2.54546  -2.16579  0.01556  0.071
H  0.72537  5.60163  0.29333  -0.014
H  -1.20541  -2.99910  -1.36861  0.087
H  2.42991  1.94278  -1.48677  0.081
H  -0.55712  -2.87317  1.60611  0.060
H  -2.50443  -1.95879  -4.35573  0.072
H  0.38544  1.09350  3.19048  0.075
H  -2.72567  -2.63354  -0.47460  0.074
H  0.18096  5.02824  2.14679  -0.010
H  1.40045  -1.38799  2.71508  0.070
H  -2.79521  -3.54929  -2.02002  0.080
H  -3.00753  1.28727  -2.15771  0.116
H  0.94880  0.39282  -3.16143  0.074
H  -2.79328  -1.36967  1.46413  0.057
H  -1.52730  -0.51100  -4.00733  0.093
H  -0.89430  -2.15749  -3.61933  0.073
H  -3.37685  0.60879  -0.49216  0.114

The HOMO energy is 0.720 eV. The calculation puts the LUMO energy at 4.741 eV. The electronic energy comes out at -25868.1349 eV. Its total charge is -2. As for the spin multiplicity: 1.